Formula: C18H18F6N8O2RhS2Sb
Source: the OMol25 dataset
Level of theory: wB97M-V/def2-TZVPD

XYZ file:
```
56
Properties=species:S:1:pos:R:3:lowdin_charge:R:1
Rh 0.70 1.59 -1.19 1.016
C 2.79 1.93 2.50 -0.001
C 1.82 2.07 1.39 -0.217
N 2.16 1.63 0.12 -0.126
N 3.38 1.29 -0.15 -0.009
C 3.68 0.97 -1.38 -0.758
N 4.90 0.52 -1.72 0.115
S 2.46 1.16 -2.63 0.723
C 0.52 2.55 1.50 -0.218
C -0.12 2.97 2.70 0.025
C -1.42 3.42 2.65 -0.020
C -2.09 3.46 1.42 0.000
C -1.44 3.02 0.29 -0.103
N -0.19 2.59 0.32 -0.030
H 3.77 1.69 2.12 0.075
H 2.44 1.12 3.15 0.095
H 2.84 2.84 3.10 0.096
H 5.63 0.47 -1.03 0.114
H 5.14 0.43 -2.69 0.100
H 0.42 2.91 3.62 0.123
H -1.92 3.73 3.55 0.120
H -3.10 3.83 1.34 0.119
H -1.93 3.04 -0.67 0.100
N -0.95 -6.26 2.73 0.220
C -0.91 -5.00 2.26 -0.256
C -2.09 -4.25 2.10 0.028
C -2.03 -2.94 1.69 -0.013
C -0.80 -2.37 1.39 -0.241
C 0.38 -3.11 1.49 -0.019
C 0.33 -4.41 1.92 0.036
S -0.54 -0.60 1.21 0.640
O 0.36 -0.20 2.26 -0.269
O -1.78 0.11 1.10 -0.258
N 0.29 -0.49 -0.22 -0.084
C -0.35 -1.06 -1.23 -0.516
N -0.03 -0.66 -2.48 0.058
C -0.75 -1.07 -3.49 -0.102
C -1.80 -1.97 -3.33 -0.015
C -2.00 -2.43 -2.04 -0.087
N -1.28 -2.00 -1.03 0.137
H -1.82 -6.69 3.00 0.135
H -0.10 -6.78 2.86 0.134
H -3.04 -4.70 2.35 0.127
H -2.92 -2.33 1.59 0.134
H 1.31 -2.62 1.25 0.131
H 1.24 -4.99 2.03 0.130
H -0.49 -0.65 -4.46 0.130
H -2.42 -2.28 -4.15 0.107
H -2.75 -3.16 -1.80 0.122
F -1.06 1.79 -2.57 -0.437
Sb -0.82 3.48 -3.74 1.494
F 0.46 3.89 -2.28 -0.405
F -2.21 4.24 -2.68 -0.346
F -2.09 2.69 -4.91 -0.341
F -0.39 5.10 -4.57 -0.322
F 0.57 2.47 -4.58 -0.392
```

Output
- Energy: -82490.321 eV
- HOMO (alpha / beta): -0.388 / -0.388 Eh
- <S²>: 1.163
- Total charge: +1
- Max |F|: 4.9 eV Å⁻¹
- Spin multiplicity: 2